This record from OMol25 describes a cluster of 2 separate species, C3H7N3O in total in a non-equilibrium geometry. The level of theory is ωB97M-V with the def2-TZVPD basis set.

Last column: Mulliken charge in e.
Geometry (Å):
H1 -0.7218 -1.8228 -1.9235  0.285
O1 4.9654 -0.2783 -0.9755  -0.419
C1 -0.5233 -0.9099 -1.3703  -0.710
N1 3.5655 -0.0217 0.8937  -0.354
H2 -0.7203 1.0358 0.6878  0.394
H3 0.8483 1.4432 1.4379  0.230
H4 -1.3840 -0.2683 -1.1587  0.310
H5 3.4669 -0.3441 1.8570  0.261
H6 0.6169 1.3290 -0.3556  0.340
N2 0.2113 -1.2808 -0.2060  -0.372
C2 0.2961 0.9477 0.5899  -0.788
C3 4.2591 -0.2144 -0.0640  0.500
N3 0.6607 -0.4355 0.5699  0.028
H7 0.0135 -0.1188 -1.9747  0.296

Results
**Relative energy (zero: lowest compared OMol25 entry of this formula, charge and spin)**: 309.6 kJ/mol
**Structure (SMILES)**: C/N=N\C.N=C=O
**HOMO level**: -8.43 eV

=====

This record from OMol25 describes an isolated molecule of C12H24N2O3 in a non-equilibrium geometry. The level of theory is ωB97M-V with the def2-TZVPD basis set.

Last column: Mulliken charge in e.
Geometry (Å):
H1 0.0959 -2.4207 2.8680  0.318
O1 0.1955 1.0291 3.1465  -0.564
C1 -1.2930 0.2809 1.3278  -0.249
C2 1.5073 0.9522 -2.2769  0.092
H2 0.3922 3.5911 -0.5016  0.249
C3 0.6276 -2.1847 1.9218  -1.510
C4 0.4700 1.8698 -1.5491  0.212
H3 -0.2659 -4.3072 0.5005  0.409
H4 2.6617 -0.0512 -4.5381  0.287
H5 -1.6559 -3.7404 1.5230  0.345
H6 0.4129 1.2837 0.9003  0.477
C5 1.8766 -0.7709 -4.1794  -1.309
H7 1.1700 -1.2550 2.0428  0.293
H8 1.3363 -2.9989 1.6863  0.492
H9 0.1590 0.5813 -3.8729  0.355
H10 -0.0692 2.2261 -2.4545  0.215
H11 1.9521 3.1857 -1.0600  0.267
C6 -1.0532 -3.5642 0.6143  -1.509
H12 -2.2410 -1.6302 1.8653  0.588
C7 2.4098 0.2081 -1.2893  -1.331
C8 -0.8775 0.6066 2.7906  0.355
N1 -0.3192 0.7925 0.4217  0.107
H13 -1.7825 -3.5531 -0.2130  0.369
H14 0.0107 -1.8524 -0.1565  -0.464
C9 0.8735 -0.0127 -3.2682  -0.238
H15 2.9214 0.9079 -0.5831  0.375
H16 2.1894 1.6383 -2.7609  0.424
H17 -2.2337 -1.2809 0.2010  0.431
O2 -1.7753 0.3778 3.7431  -0.512
H18 -2.6121 0.0155 3.3441  0.385
H19 0.2712 -0.7255 -2.6228  0.108
H20 1.8197 -0.5153 -0.7125  0.095
H21 2.4696 -1.5059 -3.5940  0.300
C10 -0.4253 -2.1513 0.8354  1.601
H22 1.3499 -1.3028 -4.9701  0.399
N2 1.0706 2.8232 -0.6616  -0.544
C11 -0.6221 1.1091 -0.8244  -0.079
H23 3.2450 -0.3581 -1.7793  0.459
C12 -1.5909 -1.2061 1.0897  -1.322
O3 -1.6689 0.7486 -1.3641  -0.725
H24 -2.2841 0.6935 1.2098  0.353

Results
**Relative energy (zero: lowest compared OMol25 entry of this formula, charge and spin)**: 72.8 kJ/mol
**Structure (SMILES)**: CC[C@H](C)[C@H](N)C(=O)N[C@@H](CC(C)C)C(=O)O
**HOMO level**: -9.63 eV

=====

This record from OMol25 describes a structure of composition C6H24N12O6Tl in a non-equilibrium geometry. The level of theory is ωB97M-V with the def2-TZVPD basis set.

Last column: Mulliken charge in e.
Geometry (Å):
H1 2.4763 2.1221 3.7810  0.157
C1 2.8607 1.9350 -1.3706  0.644
O1 -2.9377 1.5723 -1.5515  -0.462
H2 -4.0740 -1.6606 -2.6087  0.160
H3 3.1979 -2.8735 -1.4044  0.244
H4 -5.2358 -2.8192 -2.2153  0.279
C2 3.2723 -1.4115 -0.0927  0.491
N1 0.4341 -3.4893 2.0670  -0.343
H5 4.5527 1.8934 -2.4533  0.179
N2 1.9009 1.4757 3.2603  -0.372
Tl1 -0.5866 -0.1427 -0.9110  1.381
H6 0.9141 -2.2580 3.8933  0.185
N3 -4.7450 -1.9849 -1.9271  -0.387
H7 2.7838 3.3637 -0.2025  0.152
H8 4.4566 3.1248 -0.9011  0.195
H9 -0.4066 -1.1372 3.7563  0.256
H10 4.7596 -1.3903 1.1043  0.241
O2 1.7298 1.5823 -1.0727  -0.421
H11 -3.6007 0.2639 -3.3056  0.203
H12 4.7615 -2.6503 -0.6605  0.192
H13 3.0615 1.1093 -3.0424  0.246
H14 1.1682 3.6073 1.2561  0.203
O3 -3.1906 -1.4998 -0.4812  -0.355
H15 -3.7390 3.7057 -1.7997  0.244
N4 -4.2884 0.9892 -3.1602  -0.337
N5 -4.9548 -2.4606 0.2268  -0.323
C3 -0.2223 -2.3683 2.2499  0.612
N6 -4.2478 3.0555 -2.3815  -0.423
H16 1.7947 3.6706 2.8555  0.173
C4 -4.2130 -1.9865 -0.6875  0.494
H17 -5.8290 -2.8457 -0.1010  0.209
N7 1.3955 3.1183 2.1101  -0.407
N8 3.5874 1.6166 -2.3451  -0.364
O4 -0.9224 -1.8237 1.4040  -0.507
H18 3.7735 0.0284 1.1905  0.184
C5 -3.7909 1.8650 -2.3347  0.711
H19 0.1050 -3.9947 1.2569  0.252
O5 2.1256 -1.0745 -0.2184  -0.424
N9 0.1768 -1.8478 3.3381  -0.346
N10 3.7701 -2.4584 -0.6830  -0.434
H20 -4.8684 1.3334 -3.9121  0.219
C6 1.1499 1.8465 2.2833  0.651
N11 3.5107 2.8493 -0.6789  -0.405
O6 0.5404 1.0547 1.5976  -0.316
N12 4.0747 -0.7856 0.6739  -0.386
H21 1.3351 -3.7376 2.4500  0.201
H22 -4.7501 -2.2259 1.1876  0.264
H23 -5.0560 3.2404 -2.9583  0.194
H24 1.9895 0.5033 3.5186  0.197

Results
**Relative energy (zero: lowest compared OMol25 entry of this formula, charge and spin)**: 934.0 kJ/mol
**Total charge**: +3
**HOMO level**: -17.69 eV

=====

This record from OMol25 describes a cluster of 2 separate species, C4H12N2 in total in a non-equilibrium geometry. The level of theory is ωB97M-V with the def2-TZVPD basis set.

Last column: Mulliken charge in e.
Geometry (Å):
C1 -0.7298 0.7349 1.9655  -0.323
N1 -0.0308 1.6866 0.9300  -0.606
H1 -0.8220 -1.4742 1.7557  0.276
H2 -0.8468 0.1941 -0.9091  0.380
H3 0.6461 -2.2949 -2.0243  0.185
C2 -0.1125 -0.4645 -1.3959  -0.072
H4 -1.7905 0.8567 1.7297  0.270
N2 -0.1660 -0.6888 1.8546  -0.603
H5 0.5255 -0.9287 1.0360  0.252
H6 -1.2332 -2.4157 -1.8530  0.324
H7 1.5511 0.2037 -2.7597  0.420
H8 0.1377 1.4372 -0.1049  0.098
H9 0.9397 1.3938 -1.8161  0.504
H10 0.8826 1.8090 1.2542  0.273
H11 -0.3665 1.2658 2.9315  0.294
H12 2.0278 0.1247 -1.1786  0.331
C3 1.1520 0.3575 -1.7796  -1.373
C4 -0.3554 -1.8205 -1.7156  -0.629

Results
**Relative energy (zero: lowest compared OMol25 entry of this formula, charge and spin)**: 318.2 kJ/mol
**Structure (SMILES)**: C=CC.NCN
**HOMO level**: -8.74 eV

=====

This record from OMol25 describes a cluster of 9 separate species, C56H54BrN11O17PS in total in a non-equilibrium geometry. The level of theory is ωB97M-V with the def2-TZVPD basis set.

Last column: Mulliken charge in e.
Geometry (Å):
H1 2.5089 -6.5687 -3.3235  0.370
C1 -3.6834 -10.9145 2.7243  -0.008
C2 1.3082 3.2819 -0.0530  -0.233
H2 -2.9313 -9.1403 1.7566  0.656
H3 2.1641 -3.9876 0.0667  0.471
H4 8.1998 2.6399 0.9232  0.380
C3 -1.5755 0.8947 -1.3370  -0.590
H5 0.5991 2.8098 -0.7221  0.551
H6 5.2078 8.4914 -8.6165  0.369
H7 0.5131 -7.8245 -2.5837  0.358
C4 -3.9549 5.6780 0.5006  -0.171
C5 2.4596 -5.2058 -1.6671  -0.558
H8 2.8054 4.8978 -4.5172  0.499
C6 8.5433 1.9312 0.1784  -0.440
H9 -4.2981 7.5187 -0.5679  0.463
C7 -2.2805 -0.4848 5.3778  0.327
O1 -4.1416 3.6269 -0.5037  -0.596
C8 -5.5078 -7.9198 5.2296  -0.402
N1 -4.2070 4.8273 -0.6683  1.098
N2 -3.4839 -10.3823 4.0760  1.040
H10 -3.8343 8.9322 1.3937  0.375
H11 -1.5798 1.8298 -1.9519  0.385
O2 -4.8490 -3.1028 4.6089  -0.545
H12 3.3363 -4.6593 -1.9912  0.385
C9 -4.0975 -11.8957 0.1783  -0.395
O3 9.0621 -1.2778 -3.5075  -0.603
H13 -1.3248 2.1779 -4.7115  0.436
H14 -1.7918 -0.9425 2.9994  -0.054
S1 -1.9382 1.6971 3.0065  -0.209
C10 8.0655 0.4190 -1.6287  -0.529
C11 6.4883 9.0397 -6.9870  -0.340
N3 -3.7274 -1.8053 2.2155  -0.676
C12 9.8979 1.6397 0.0734  -0.401
C13 0.7840 2.1918 -4.3159  -0.605
H15 7.3459 -0.0508 -2.2858  0.477
H16 -7.8293 -5.6018 4.4015  0.455
N4 -0.0400 -5.1223 1.1072  1.069
H17 -3.3039 -10.0240 -0.5104  0.376
C14 -5.7460 -5.2065 4.7860  0.087
C15 -4.3943 -7.0984 5.3563  -0.656
O4 -1.0144 -5.7752 1.4416  -0.598
H18 6.5723 1.5468 -0.5814  0.423
C16 6.5963 9.1444 -5.6084  0.098
C17 0.6857 4.8844 -4.9230  0.128
H19 -0.4702 -2.1094 -1.4466  0.291
C18 3.5727 3.6129 0.7228  -0.324
C19 1.7513 4.7878 1.7670  -0.556
C20 -3.5314 -0.2534 4.4657  -0.404
C21 9.4207 0.1405 -1.7300  0.099
H20 11.3979 0.5175 -0.9580  0.433
O5 -3.7709 -11.1001 5.0194  -0.626
C22 5.3048 8.5746 -7.5412  -0.391
O6 11.0852 -1.0305 -2.8076  -0.610
H21 3.5353 8.0437 -4.7027  0.508
C23 -4.2133 -12.1859 2.5627  -0.359
C24 -0.4242 2.7779 -4.6701  -0.427
O7 2.3155 1.5995 -1.9082  -0.572
H22 -2.6833 1.9329 0.2336  0.111
H23 -4.4687 -12.7988 3.4167  0.434
N5 -5.8622 -3.7687 4.5276  1.025
C25 10.3418 0.7390 -0.8827  -0.443
N6 -0.9587 -0.1527 -1.9389  -0.376
C26 0.8530 4.1742 0.9046  -0.493
H24 2.8815 2.4996 -3.9789  0.574
O8 -0.4396 6.7868 -5.5604  -0.605
C27 -0.9870 -1.1919 -1.0702  -0.480
H25 -3.0984 5.4350 3.7585  0.462
C28 -6.7419 -7.3791 4.8890  -0.627
H26 10.6084 2.1180 0.7361  0.372
Br1 -1.3482 -2.2260 5.5351  -0.261
O9 1.6870 6.9353 -5.2429  -0.608
H27 -1.4955 -2.2484 0.7783  -0.133
H28 3.3160 7.8646 -7.1523  0.381
O10 -4.4592 5.3731 -1.7298  -0.641
H29 -3.4378 -7.5213 5.6246  0.474
H30 7.3090 9.3163 -7.6354  0.434
C29 -3.5580 -10.6275 0.3518  -0.486
O11 4.3417 1.8457 -1.2122  -0.699
H31 -4.2476 -1.0516 4.7436  0.279
H32 -4.2756 1.8375 2.0920  -0.095
C30 -2.2045 0.9896 -0.0734  0.482
P1 -2.9943 -0.2263 2.5947  0.935
C31 -4.5110 -5.7343 5.1338  -0.195
H33 -3.5654 4.0061 1.8118  0.309
H34 1.3924 5.4890 2.5114  0.407
C32 -1.5551 -1.2947 0.2237  -0.396
N7 -5.7509 0.5819 2.8607  -0.619
H35 3.8090 4.9861 2.3517  0.378
H36 -4.2669 -12.2782 -0.8215  0.372
C33 1.9948 -6.2805 -2.4139  -0.373
H37 -4.8411 -13.6637 1.1428  0.366
H38 -5.4131 -8.9869 5.3966  0.493
C34 -2.2308 -0.1561 0.8189  0.140
C35 0.6744 -5.5347 -0.1072  -0.072
C36 -3.3491 -10.1309 1.6299  -0.353
H39 -3.6384 -5.1004 5.2310  0.497
C37 4.2427 8.2204 -6.7179  -0.461
N8 0.6379 6.3075 -5.2665  0.976
O12 0.3804 -4.1519 1.7029  -0.570
N9 3.1420 2.0818 -1.1628  1.150
C38 7.6277 1.3191 -0.6681  -0.121
H40 -3.2246 7.8961 3.5540  0.389
H41 -0.6657 -7.1695 -0.5242  0.557
C39 -3.7762 7.8541 1.4795  -0.442
C40 -4.0371 7.0567 0.3750  -0.504
O13 -3.0488 -9.2522 4.1764  -0.576
C41 5.5453 8.7835 -4.7771  -0.538
N10 7.8389 9.6567 -5.0198  1.000
C42 1.7978 -4.8282 -0.5076  -0.158
H42 -0.2055 4.3922 0.9771  0.544
C43 1.8979 4.3098 -4.5625  -0.253
H43 0.8228 1.1339 -4.0835  0.336
H44 -4.5518 -2.0208 2.7625  0.059
H45 -1.4242 4.5790 -5.2485  0.460
H46 -4.7975 0.5729 0.9580  0.284
H47 -3.0596 -2.5684 2.2043  0.185
C44 -4.4220 -12.6750 1.2819  -0.445
C45 -3.6255 5.0839 1.7113  0.245
H48 5.6309 8.8595 -3.7014  0.423
C46 2.6645 3.0113 -0.1374  -0.163
C47 -6.8655 -6.0151 4.6671  -0.346
H49 -5.9598 -0.3820 3.0947  0.289
C48 -4.5467 0.7515 2.0316  -0.480
N11 9.8908 -0.7944 -2.7590  1.006
O14 -6.9619 -3.3258 4.2406  -0.652
C49 -0.4784 4.1311 -4.9740  -0.479
O15 7.9083 9.7185 -3.8059  -0.604
C50 4.3634 8.3217 -5.3386  -0.250
C51 -3.3630 5.8876 2.8108  -0.662
C52 3.1104 4.5065 1.6773  -0.532
H50 4.6311 3.3982 0.6604  0.481
O16 8.7295 9.9949 -5.7792  -0.611
C53 0.2077 -6.6152 -0.8399  -0.425
H51 -0.6401 1.3953 2.6634  0.095
O17 -1.8600 0.3928 6.0368  -0.515
H52 -3.9484 0.7176 4.8297  0.312
C54 -3.4356 7.2701 2.6944  -0.425
C55 1.9434 2.9585 -4.2582  -0.448
C56 0.8722 -6.9861 -1.9996  -0.458
H53 -5.7886 1.2020 3.6583  0.261
H54 -7.6078 -8.0228 4.7928  0.369

Results
**Total charge**: -1
**HOMO level**: -4.69 eV

=====

This record from OMol25 describes a cluster of 2 separate species, C22H40IN3O3PS in total in a non-equilibrium geometry. The level of theory is ωB97M-V with the def2-TZVPD basis set.

Last column: Mulliken charge in e.
Geometry (Å):
C1 -1.7633 2.3564 1.4061  0.416
C2 -6.2714 1.2154 -2.0983  -0.938
C3 -2.9971 1.1141 -0.6169  0.488
C4 -3.0458 0.3727 -2.0228  -0.503
H1 -5.9589 3.5200 -0.1795  0.197
N1 4.6577 0.4179 0.7402  -0.471
H2 0.5105 2.3535 -0.4857  0.584
C5 -0.4596 2.9499 2.1611  -0.615
H3 0.3589 0.8510 2.9658  0.335
O1 6.6031 -3.8742 1.0431  -0.359
H4 -2.7921 4.5047 3.4812  0.213
C6 0.0343 1.8922 3.2905  -0.215
C7 -4.2668 1.3413 0.3120  0.110
C8 -1.6591 1.6926 -0.0231  0.064
H5 -8.3017 1.6262 0.2960  0.426
O2 5.2358 -5.4475 0.4254  -0.337
H6 2.5477 -0.1873 1.0309  0.244
H7 -7.3612 1.5928 -2.1728  0.387
H8 4.7200 0.3647 1.7727  0.255
S1 -3.1053 3.1586 3.6091  -0.197
H9 7.0015 -2.1894 -1.0958  0.280
H10 -4.2842 -1.3334 -1.0459  0.304
C9 0.0277 2.2033 4.7146  -0.657
H11 -6.2302 0.2800 -2.7727  0.275
C10 7.2849 -1.8378 -0.1008  -0.891
H12 0.4351 3.0417 1.4440  0.221
H13 1.5562 -0.3645 -2.7887  0.304
C11 -2.4574 -2.2567 -1.8947  -1.083
H14 2.8150 1.4922 0.2797  0.054
H15 -7.1523 1.5868 1.8044  0.359
C12 4.7500 -6.3280 -0.5862  -0.627
H16 -7.7765 3.9548 -0.0229  0.283
H17 4.2931 -5.7510 -1.3937  0.275
H18 8.0218 -2.6017 1.7607  0.311
H19 1.8148 1.3602 -2.2106  0.384
C13 6.3018 -4.7202 0.0461  0.770
H20 -0.3598 -0.5012 -1.5215  -0.870
H21 -0.6325 3.9917 2.5848  0.452
H22 -0.9631 2.2425 5.2943  0.227
H23 6.4127 -1.3267 0.3157  0.149
H24 -0.5343 1.9015 -1.9160  0.467
H25 -6.6748 3.9237 1.4585  0.220
H26 -5.6108 2.0659 -2.4680  0.334
C14 -3.6243 -1.1260 -1.9716  -0.427
H27 -2.9986 -3.2041 -1.5167  0.494
P1 -5.9817 0.7358 -0.2927  -0.080
I1 -1.6058 -2.7653 -3.8275  0.051
C15 7.7047 -2.9914 0.7907  -0.241
H28 1.0438 2.3850 5.2028  0.256
H29 3.9857 -6.9641 -0.1383  0.227
C16 -6.8986 3.3948 0.4582  -0.770
C17 1.6899 0.2874 -1.8451  -0.897
H30 -4.2723 -1.2800 -2.9120  0.274
C18 3.2290 0.4162 0.3217  -0.242
H31 3.0691 -1.3633 -1.1645  0.214
N2 -3.0631 2.4080 2.0055  0.368
C19 3.0383 -0.2216 -1.1392  -0.582
H32 3.9173 0.1714 -1.7772  0.289
N3 -4.2450 1.9894 1.5661  -0.696
H33 0.6064 -0.3219 0.1177  0.454
C20 -0.2860 1.6081 -0.8255  -1.503
H34 -3.6784 0.9916 -2.7651  0.367
C21 -7.2324 1.8076 0.6828  -0.498
C22 0.3671 0.1428 -0.8966  0.957
H35 5.5466 -6.9664 -0.9735  0.294
O3 6.8692 -4.8023 -1.0151  -0.544
H36 8.5524 -3.5392 0.3709  0.324
H37 -1.6861 -2.0145 -1.0788  0.410
H38 -1.9830 0.3850 -2.4745  0.227
H39 5.1120 1.3070 0.4884  0.249
H40 8.0993 -1.1184 -0.2113  0.396

Results
**Total charge**: +1
**HOMO level**: -10.94 eV

=====

no.,DFT total energy (hartree)
1,-357.93194
2,-806.90317
3,-1522.97809
4,-268.99514
5,-7360.57050
6,-2288.88578